C88H176O41 | ωB97M-V/def2-TZVPD

XYZ file:
```
305
Properties=species:S:1:pos:R:3:lowdin_charge:R:1
C 0.32886 6.78261 5.24143 -0.120
C -0.00320 7.88102 4.15901 -0.138
C -0.39633 7.07617 2.90322 -0.210
O -0.08953 5.74114 3.19216 -0.177
C -0.26705 5.51401 4.56189 -0.208
H -0.06300 7.04583 6.23383 0.105
H 1.41873 6.66103 5.37967 0.103
H 0.85121 8.52954 4.10977 0.091
H -0.81690 8.53047 4.48874 0.103
H 0.17756 7.34560 2.01845 0.118
H -1.48471 7.18522 2.79743 0.113
H 0.17999 4.53245 4.74655 0.105
H -1.33186 5.36461 4.71824 0.107
C -1.79456 -2.15814 5.24139 -0.153
C -0.74786 -2.51659 4.17399 -0.170
C -1.62003 -2.78061 2.97747 -0.167
O -2.84643 -3.41729 3.50698 -0.156
C -3.01039 -3.00026 4.87170 -0.186
H -1.94254 -1.08772 5.27133 0.087
H -1.37204 -2.45167 6.18165 0.094
H -0.23738 -3.44149 4.42486 0.112
H -0.04789 -1.70294 3.97406 0.096
H -1.22189 -3.44811 2.19877 0.116
H -1.90823 -1.82994 2.55482 0.110
H -3.05240 -3.90023 5.52315 0.124
H -3.95258 -2.43316 4.98084 0.104
C -9.16355 -3.80065 -1.15034 -0.151
C -10.37338 -3.82857 -0.17124 -0.150
C -9.95040 -2.85148 0.95111 -0.220
O -9.07387 -1.95702 0.32744 -0.144
C -8.82109 -2.31294 -1.05523 -0.175
H -9.54110 -4.11872 -2.13692 0.115
H -8.42916 -4.55105 -0.90851 0.088
H -10.70971 -4.80230 0.14636 0.099
H -11.26326 -3.35898 -0.67157 0.122
H -9.42863 -3.34092 1.78892 0.114
H -10.78058 -2.28219 1.34945 0.109
H -7.79633 -2.05480 -1.29782 0.087
H -9.42364 -1.78032 -1.77761 0.108
O 6.57550 -6.53920 -4.87482 0.084
C 5.95028 -5.81791 -5.62391 -0.545
O 4.87954 -5.16655 -5.19683 -0.016
C 4.44519 -5.47502 -3.83362 -0.184
C 3.26010 -4.60789 -3.50557 -0.053
C 6.15817 -5.48223 -7.08171 0.027
H 5.31305 -5.36727 -3.18983 0.100
H 4.11830 -6.51596 -3.87218 0.132
H 3.48013 -3.55936 -3.34055 0.053
H 2.84225 -4.97498 -2.56925 0.081
H 2.54734 -4.76032 -4.31249 0.071
H 5.22556 -5.69924 -7.58496 0.088
H 7.02467 -6.00550 -7.44960 0.082
H 6.35106 -4.42400 -7.23022 0.087
O -5.06396 -2.73237 -1.30420 0.084
C -5.34094 -3.89661 -1.25230 -0.537
O -5.14593 -4.64511 -0.16158 -0.002
C -4.70866 -3.98872 1.02168 -0.209
C -5.86018 -3.21986 1.69996 -0.039
C -5.89934 -4.67681 -2.40742 0.033
H -3.85632 -3.32710 0.87485 0.107
H -4.38947 -4.76721 1.73275 0.120
H -5.54117 -2.85076 2.65791 0.061
H -6.63401 -3.91095 2.03309 0.078
H -6.29453 -2.37046 1.20499 0.058
H -6.27710 -3.98586 -3.16242 0.083
H -6.59991 -5.45928 -2.15966 0.078
H -5.09943 -5.28234 -2.81536 0.077
O 1.25369 5.56025 -2.53158 0.096
C 1.41372 5.75573 -1.36016 -0.553
O 2.29571 6.66061 -0.91898 -0.041
C 2.87258 7.52008 -1.90439 -0.201
C 4.10263 6.81516 -2.47851 -0.066
C 0.75074 5.05314 -0.19186 0.042
H 3.20801 8.43103 -1.40931 0.121
H 2.12297 7.68405 -2.67935 0.120
H 3.82187 5.97067 -3.14186 0.077
H 4.78485 6.43137 -1.70997 0.077
H 4.60285 7.50460 -3.16306 0.079
H 0.22539 4.10989 -0.43309 0.083
H -0.09808 5.69811 0.07248 0.076
H 1.35206 4.97792 0.70474 0.078
O -1.41655 -1.75296 -3.98233 0.092
C -0.36144 -2.24303 -3.66553 -0.505
O -0.06738 -3.53480 -3.86812 -0.015
C -1.12311 -4.33434 -4.43949 -0.196
C -0.56064 -5.74187 -4.49794 -0.052
C 0.86416 -1.51242 -3.12361 0.041
H -1.32915 -3.96174 -5.44844 0.123
H -2.00420 -4.31228 -3.81606 0.115
H 0.36236 -5.75984 -5.07773 0.073
H -1.21346 -6.39984 -5.07094 0.082
H -0.32490 -6.13249 -3.52297 0.056
H 1.21357 -2.12317 -2.32487 0.060
H 0.58665 -0.51498 -2.74139 0.086
H 1.66065 -1.40708 -3.83320 0.071
O -4.98716 2.74502 -0.29578 0.083
C -4.70245 2.04808 0.64059 -0.497
O -3.59630 2.23836 1.41343 -0.040
C -2.63407 3.19556 0.94109 -0.204
C -2.92788 4.56194 1.50988 -0.048
C -5.46771 0.85509 1.24959 0.049
H -2.73680 3.25799 -0.13912 0.095
H -1.68454 2.83068 1.33369 0.101
H -3.86940 4.93590 1.10405 0.085
H -2.09850 5.25201 1.33901 0.055
H -3.04309 4.56631 2.59251 0.069
H -5.11288 0.58164 2.23730 0.068
H -5.24427 0.00191 0.58324 0.078
H -6.52736 1.02921 1.29649 0.086
O 2.41152 -1.15643 3.28704 0.086
C 3.32433 -1.76996 2.86488 -0.517
O 3.12877 -2.84781 2.07963 -0.022
C 1.81080 -3.20634 1.71554 -0.188
C 1.88331 -4.04090 0.36888 -0.024
C 4.78973 -1.57353 3.24291 0.056
H 1.26471 -2.27186 1.58209 0.079
H 1.38404 -3.75704 2.56576 0.123
H 0.86339 -4.18299 -0.00500 0.053
H 2.25012 -5.03182 0.57856 0.070
H 2.52436 -3.52931 -0.34504 0.050
H 5.36495 -2.18710 2.54169 0.080
H 4.83874 -2.01729 4.24810 0.074
H 5.13321 -0.53219 3.31130 0.085
O 7.88453 0.29735 -0.53019 0.096
C 7.30532 0.33701 0.52980 -0.592
O 7.60168 -0.43658 1.54148 -0.017
C 8.81568 -1.21910 1.39851 -0.207
C 8.81101 -2.11351 2.60252 -0.065
C 6.20535 1.23494 0.89168 0.035
H 9.67178 -0.50477 1.40895 0.143
H 8.78944 -1.68068 0.41946 0.096
H 9.69152 -2.77626 2.56729 0.091
H 7.95810 -2.77781 2.70889 0.066
H 8.80153 -1.42254 3.46058 0.087
H 5.99245 1.89387 0.04939 0.086
H 6.38355 1.77792 1.78576 0.067
H 5.30037 0.64887 1.09170 0.089
O -4.50988 0.08245 4.96653 0.112
C -4.20227 0.63518 5.97428 -0.560
O -3.64798 1.85969 5.97511 -0.017
C -3.32778 2.44317 4.72887 -0.208
C -1.93035 2.00533 4.30917 -0.043
C -4.39727 0.21547 7.38562 0.030
H -3.31202 3.49319 4.93923 0.107
H -4.10507 2.22972 3.97024 0.119
H -1.54627 2.58443 3.49305 0.053
H -1.86847 0.94949 4.05028 0.072
H -1.31168 2.03888 5.18021 0.067
H -4.67855 1.03898 8.04021 0.094
H -3.39897 -0.03152 7.74489 0.093
H -5.00573 -0.66448 7.49233 0.087
O -0.99470 2.48741 -2.17038 0.083
C -1.65215 2.43592 -3.17888 -0.518
O -1.22225 2.74211 -4.40586 -0.025
C 0.11764 3.23626 -4.59254 -0.166
C 1.13218 2.07902 -4.57395 -0.054
C -3.09842 1.90103 -3.29132 0.046
H 0.27510 3.93746 -3.79327 0.081
H 0.06622 3.71676 -5.58156 0.130
H 2.08739 2.40715 -4.98078 0.073
H 0.83710 1.14193 -5.05310 0.078
H 1.32052 1.71930 -3.56691 0.049
H -3.06554 0.81612 -3.29452 0.066
H -3.47896 2.32754 -4.21770 0.092
H -3.69074 2.17076 -2.42001 0.058
O -0.73680 -7.59912 -1.61870 0.084
C -1.71106 -7.03805 -1.17531 -0.570
O -2.92701 -7.30974 -1.60981 -0.015
C -3.10161 -8.52550 -2.36242 -0.201
C -4.60179 -8.73649 -2.51762 -0.064
C -1.66892 -5.92553 -0.17920 0.038
H -2.68362 -9.32112 -1.74437 0.125
H -2.57292 -8.45265 -3.33818 0.132
H -5.03451 -7.82805 -2.94089 0.060
H -5.13571 -8.81872 -1.58092 0.074
H -4.85274 -9.57390 -3.18947 0.087
H -2.53223 -5.98587 0.47727 0.081
H -1.76718 -4.96068 -0.69842 0.098
H -0.70664 -5.95303 0.32697 0.082
O 6.88668 8.88448 2.97034 0.090
C 7.09852 7.75256 3.36363 -0.534
O 6.37232 6.70771 2.95598 -0.038
C 5.34698 7.02448 1.99010 -0.195
C 4.49429 5.77228 1.89623 -0.046
C 8.18292 7.26257 4.29963 0.028
H 5.87380 7.30184 1.07236 0.129
H 4.74457 7.86430 2.32673 0.123
H 4.02733 5.53750 2.85316 0.073
H 5.09970 4.93131 1.56211 0.079
H 3.67444 5.93641 1.20704 0.055
H 7.80386 6.47551 4.95483 0.071
H 8.54827 8.09298 4.90922 0.091
H 8.96586 6.80869 3.69610 0.092
O 3.21445 -1.23873 8.55045 0.103
C 3.09209 -1.72684 7.45935 -0.524
O 4.15964 -2.27617 6.82577 -0.035
C 5.33434 -2.16840 7.58441 -0.245
C 6.39058 -3.02260 6.85504 -0.044
C 1.83680 -1.80491 6.62549 0.034
H 5.15297 -2.50044 8.58618 0.112
H 5.59569 -1.09585 7.62302 0.134
H 7.38813 -2.96366 7.26953 0.071
H 6.34461 -2.64564 5.83427 0.056
H 6.14024 -4.09193 6.96972 0.087
H 1.79822 -2.80697 6.19552 0.094
H 1.96856 -1.17410 5.74635 0.061
H 0.97398 -1.51518 7.21646 0.091
O -5.51577 -3.56377 -7.88518 0.098
C -5.30689 -2.39246 -8.05649 -0.562
O -4.46532 -1.65513 -7.34071 -0.007
C -3.84309 -2.29651 -6.23705 -0.215
C -4.70455 -2.16566 -5.01151 -0.043
C -5.98569 -1.52524 -9.09557 0.026
H -2.87956 -1.80486 -6.12347 0.110
H -3.63022 -3.32455 -6.54875 0.118
H -5.62581 -2.76386 -5.08240 0.071
H -5.12207 -1.16638 -4.91300 0.074
H -4.24856 -2.50977 -4.10128 0.060
H -6.69962 -0.89136 -8.56441 0.067
H -6.56796 -2.08166 -9.83912 0.092
H -5.24031 -0.85044 -9.51812 0.089
O -2.81066 7.74501 0.31208 0.076
C -2.73801 8.36576 -0.73404 -0.508
O -3.36899 8.04868 -1.88214 -0.019
C -4.17206 6.86692 -1.83333 -0.205
C -3.28587 5.64590 -2.01393 -0.051
C -1.79841 9.54945 -1.00080 0.027
H -4.81904 6.92789 -2.73096 0.130
H -4.78805 6.87127 -0.94645 0.116
H -3.79312 4.74454 -1.65317 0.067
H -2.41774 5.69177 -1.34296 0.066
H -2.89357 5.59905 -3.03716 0.091
H -2.26327 10.26194 -1.67323 0.078
H -0.88429 9.21167 -1.49171 0.082
H -1.58387 10.05063 -0.05016 0.086
O -6.78094 1.35988 -4.43515 0.102
C -6.97250 0.52166 -3.59195 -0.546
O -7.91391 -0.42690 -3.66914 -0.042
C -8.80932 -0.35952 -4.80313 -0.169
C -8.06719 -0.90231 -6.04069 -0.073
C -6.27373 0.36564 -2.27508 0.032
H -9.01953 0.69084 -4.96427 0.117
H -9.67420 -0.96954 -4.57721 0.116
H -7.20831 -0.26925 -6.28115 0.070
H -8.69813 -0.99749 -6.93371 0.080
H -7.76619 -1.93908 -5.93611 0.069
H -5.92231 1.32582 -1.87648 0.074
H -5.50776 -0.40111 -2.26927 0.071
H -6.99981 -0.12804 -1.62012 0.076
O 5.30716 3.01992 3.71447 0.073
C 4.79387 3.49538 4.70866 -0.565
O 3.68407 3.01189 5.23635 -0.015
C 3.23649 1.71224 4.80828 -0.173
C 1.71109 1.82831 4.49454 -0.047
C 5.33785 4.58273 5.53077 0.030
H 3.46686 1.06527 5.65613 0.124
H 3.81779 1.47837 3.91981 0.095
H 1.37980 0.84510 4.15370 0.046
H 1.62278 2.60796 3.72704 0.083
H 1.18983 2.09295 5.42383 0.075
H 5.61132 5.40268 4.86359 0.066
H 6.15435 4.28682 6.17502 0.098
H 4.49227 4.94558 6.15274 0.104
O -0.58587 -1.85231 0.06109 0.098
C -1.24469 -0.86702 -0.07198 -0.539
O -0.94430 0.31784 0.48115 -0.011
C 0.23592 0.46297 1.25386 -0.196
C 1.47355 0.64376 0.33144 -0.023
C -2.47671 -0.73243 -0.87757 0.053
H 0.44052 -0.39328 1.90327 0.083
H 0.04483 1.30513 1.91561 0.099
H 1.73409 -0.26591 -0.21538 0.074
H 2.34752 0.90659 0.91287 0.062
H 1.27033 1.46757 -0.35819 0.065
H -3.04251 -1.65759 -0.99105 0.075
H -2.15602 -0.43828 -1.88246 0.071
H -3.12452 0.08156 -0.55989 0.080
O 4.70245 3.22476 -3.61099 0.092
C 4.35946 2.66725 -2.59837 -0.549
O 4.67707 1.41563 -2.34355 -0.026
C 5.50533 0.69751 -3.27771 -0.173
C 4.57967 -0.19899 -4.09827 -0.051
C 3.46692 3.24913 -1.53013 0.044
H 6.17676 0.11592 -2.63498 0.111
H 5.99329 1.43496 -3.89531 0.113
H 5.05531 -0.96353 -4.70594 0.078
H 3.86798 0.37071 -4.70508 0.075
H 3.95801 -0.74860 -3.39101 0.050
H 3.69486 4.30692 -1.34395 0.071
H 3.63174 2.72515 -0.60094 0.070
H 2.42408 3.26059 -1.87028 0.083
O 8.08353 -5.21488 0.37271 0.101
C 7.57285 -5.45322 -0.68430 -0.548
O 6.85907 -4.51864 -1.32732 -0.024
C 6.84972 -3.15914 -0.85170 -0.199
C 5.44309 -2.61803 -0.88623 -0.041
C 7.64853 -6.71394 -1.47582 0.030
H 7.51542 -2.54648 -1.50186 0.138
H 7.26055 -3.13413 0.16985 0.097
H 4.75088 -3.19609 -0.26503 0.067
H 5.03220 -2.67994 -1.91839 0.071
H 5.39526 -1.58865 -0.56589 0.066
H 6.63000 -7.11189 -1.51023 0.098
H 8.33716 -7.36329 -0.94653 0.089
H 7.94675 -6.53215 -2.51186 0.086
```

Computed properties:
**Gap between HOMO and LUMO**: 9.949 eV
**Energy**: -6543.6898 hartree
**LUMO**: 0.4416 eV